1.
97
Properties=species:S:1:pos:R:3 method="wB97M-V/def2-TZVPD" charge=+2 e_above_lowest_kcal_mol=111.88 orbital_gap_ha="0.2039 / 0.1870" lumo_ev="-6.662 / -8.122" multiplicity=5
Pt -1.316 -2.683 -2.117
C 1.467 -0.537 -1.038
C 0.323 -0.301 -1.937
C 0.412 1.337 -0.231
C 1.431 0.376 0.025
C -0.231 0.977 -1.451
C 2.595 -1.477 -1.284
H 2.417 -2.000 -2.218
H 2.679 -2.239 -0.497
H 3.594 -0.990 -1.329
C 2.431 0.535 1.131
H 3.038 -0.375 1.225
H 1.952 0.730 2.099
H 3.068 1.400 0.872
C 0.260 2.597 0.536
H 1.163 3.220 0.373
H 0.177 2.444 1.630
H -0.625 3.128 0.174
C -1.110 1.920 -2.183
H -0.661 2.905 -2.450
H -1.994 2.177 -1.572
H -1.448 1.466 -3.119
C 0.597 -0.367 -3.415
H 1.389 0.380 -3.639
H -0.279 -0.115 -4.025
H 0.960 -1.362 -3.692
C -2.636 -5.334 -0.258
C -1.872 -5.636 -1.352
C -2.341 -5.820 -2.742
C -3.465 -4.776 -2.939
C -3.128 -3.412 -2.283
C -4.160 -2.903 -1.269
C -4.881 -3.933 -0.328
C -4.143 -5.280 -0.129
H -2.748 -6.837 -2.910
H -4.391 -5.214 -2.565
H -1.567 -5.759 -3.526
H -4.626 -6.069 -0.716
H -2.200 -5.663 0.719
H -0.942 -6.159 -1.154
H -4.392 -5.521 0.917
H -5.103 -3.512 0.668
H -4.918 -2.250 -1.699
H -5.887 -4.170 -0.721
H -3.630 -4.671 -4.017
H -2.856 -2.678 -3.145
P -0.399 -3.013 0.089
C 0.594 -2.432 1.518
C 0.619 -4.387 -0.486
P -3.074 -1.479 -0.558
C -2.106 -2.877 0.707
C -3.922 -0.332 -1.823
C -3.408 -0.384 0.900
H 0.205 -1.459 1.867
H 1.672 -2.378 1.338
H 0.448 -3.189 2.309
H 0.260 -4.643 -1.506
H 0.551 -5.189 0.223
H 1.661 -4.074 -0.599
H -4.302 -0.707 1.465
H -3.520 0.679 0.610
H -2.518 -0.473 1.549
H -2.079 -2.520 1.724
H -2.667 -3.828 0.618
H -3.543 0.695 -1.751
H -5.028 -0.306 -1.678
H -3.727 -0.722 -2.835
C -3.558 1.835 3.386
C -2.153 2.356 3.128
C -2.140 3.875 3.091
C -1.148 1.798 4.143
C -0.993 2.368 5.394
C -0.080 1.838 6.308
C 0.745 0.752 5.954
C 0.628 0.152 4.693
C 1.500 -1.025 4.318
C 2.972 -0.843 4.708
C 0.973 -2.346 4.880
C -0.426 0.569 3.788
O -0.749 -0.076 2.747
H -3.907 2.149 4.376
H -3.598 0.743 3.340
H -4.218 2.239 2.614
H -1.844 1.985 2.149
H -2.539 4.296 4.015
H -1.130 4.265 2.951
H -2.752 4.215 2.256
H -1.622 3.238 5.660
H 0.016 2.286 7.298
H 1.458 0.369 6.683
H 1.481 -1.121 3.233
H 3.083 -0.895 5.803
H 3.603 -1.628 4.251
H 3.355 0.131 4.368
H -0.079 -2.481 4.600
H 1.558 -3.192 4.482
H 1.041 -2.340 5.978

2.
9
Properties=species:S:1:pos:R:3 method="wB97M-V/def2-TZVPD" charge=+2 e_above_lowest_kcal_mol=0.00 orbital_gap_ha=0.3460 lumo_ev=-10.784
H 0.463 1.837 -1.689
O 1.473 -0.657 0.030
C 0.854 -0.258 -0.973
H 0.924 -0.762 -1.950
C 0.198 1.067 -0.959
O -0.111 1.462 0.342
Pb 1.281 0.318 1.845
P -1.565 0.690 -0.345
H -2.111 1.862 -0.934

3.
108
Properties=species:S:1:pos:R:3 method="wB97M-V/def2-TZVPD" charge=-2 e_above_lowest_kcal_mol=40.13 orbital_gap_ha="0.1888 / 0.1886" lumo_ev="3.534 / 3.530" multiplicity=2
Cs 1.426 0.114 -1.400
S 5.011 3.176 -2.001
C 4.419 2.619 -3.515
N 3.757 1.520 -3.784
C 3.420 1.456 -5.126
C 2.699 0.408 -5.707
C 2.414 0.442 -7.061
C 2.842 1.511 -7.851
C 3.559 2.558 -7.292
C 3.847 2.531 -5.932
S 4.699 3.652 -4.916
H 2.368 -0.417 -5.088
H 1.848 -0.368 -7.506
H 2.610 1.527 -8.910
H 3.883 3.385 -7.914
C 5.215 -0.603 2.567
N 5.667 0.070 1.367
C 5.162 1.438 1.213
C 5.956 -0.680 0.242
S 5.538 -2.297 0.124
N 6.609 -0.015 -0.745
C 6.625 -0.501 -2.111
C 7.558 1.057 -0.469
H 5.370 0.067 3.416
H 5.777 -1.518 2.715
H 4.155 -0.868 2.516
H 4.160 1.496 1.647
H 5.102 1.716 0.162
H 5.796 2.170 1.723
H 5.760 -1.129 -2.281
H 7.529 -1.088 -2.308
H 6.580 0.363 -2.776
H 7.710 1.143 0.602
H 7.218 2.003 -0.889
H 8.512 0.796 -0.939
C -0.311 -6.879 1.153
C -0.804 -5.697 1.700
C -0.964 -4.574 0.902
C -0.646 -4.563 -0.468
C -0.138 -5.762 -0.979
C 0.020 -6.900 -0.193
Si -0.796 -2.862 -1.401
C -1.788 -3.359 -3.004
C -2.855 -2.527 -3.385
C -3.564 -2.709 -4.564
C -3.232 -3.749 -5.427
C -2.180 -4.586 -5.085
C -1.474 -4.385 -3.902
H -0.183 -7.760 1.771
H -1.069 -5.649 2.753
H -1.359 -3.666 1.352
H 0.161 -5.820 -2.018
H 0.417 -7.808 -0.639
H -2.044 -2.436 -0.642
H -3.142 -1.710 -2.726
H -4.381 -2.035 -4.806
H -3.782 -3.895 -6.351
H -1.898 -5.399 -5.747
H -0.647 -5.051 -3.690
C -5.897 -0.507 7.176
C -4.916 -0.246 6.066
C -4.691 1.038 5.590
C -3.794 1.296 4.555
C -3.633 2.728 4.116
C -3.090 0.237 3.953
Te -1.620 0.616 2.412
N -0.019 1.447 0.628
C 0.269 2.520 -0.052
O 0.416 2.497 -1.309
C 0.483 3.827 0.682
C 0.597 3.891 2.068
C 0.776 5.117 2.695
C 0.845 6.281 1.939
C 0.745 6.215 0.555
C 0.568 4.991 -0.073
C -3.077 1.384 1.078
C -2.971 2.716 0.684
C -3.876 3.273 -0.205
C -4.906 2.491 -0.708
C -5.013 1.166 -0.320
C -4.108 0.582 0.572
C -4.280 -0.864 0.945
C -3.302 -1.069 4.440
C -2.619 -2.302 3.895
C -4.206 -1.283 5.481
H -6.273 0.427 7.598
H -5.443 -1.082 7.987
H -6.759 -1.078 6.820
H -5.224 1.871 6.040
H -3.950 3.407 4.911
H -4.237 2.939 3.229
H -2.603 2.960 3.849
H 0.537 2.978 2.644
H 0.867 5.168 3.773
H 0.986 7.238 2.428
H 0.815 7.122 -0.034
H 0.509 4.898 -1.150
H -2.165 3.324 1.078
H -3.766 4.309 -0.505
H -5.616 2.907 -1.413
H -5.807 0.547 -0.725
H -5.047 -1.328 0.323
H -4.577 -0.966 1.991
H -3.354 -1.423 0.801
H -1.933 -2.092 3.083
H -3.363 -3.009 3.513
H -2.060 -2.814 4.684
H -4.357 -2.301 5.835

Repeat the third record exactly.
108
Properties=species:S:1:pos:R:3 method="wB97M-V/def2-TZVPD" charge=-2 e_above_lowest_kcal_mol=40.13 orbital_gap_ha="0.1888 / 0.1886" lumo_ev="3.534 / 3.530" multiplicity=2
Cs 1.426 0.114 -1.400
S 5.011 3.176 -2.001
C 4.419 2.619 -3.515
N 3.757 1.520 -3.784
C 3.420 1.456 -5.126
C 2.699 0.408 -5.707
C 2.414 0.442 -7.061
C 2.842 1.511 -7.851
C 3.559 2.558 -7.292
C 3.847 2.531 -5.932
S 4.699 3.652 -4.916
H 2.368 -0.417 -5.088
H 1.848 -0.368 -7.506
H 2.610 1.527 -8.910
H 3.883 3.385 -7.914
C 5.215 -0.603 2.567
N 5.667 0.070 1.367
C 5.162 1.438 1.213
C 5.956 -0.680 0.242
S 5.538 -2.297 0.124
N 6.609 -0.015 -0.745
C 6.625 -0.501 -2.111
C 7.558 1.057 -0.469
H 5.370 0.067 3.416
H 5.777 -1.518 2.715
H 4.155 -0.868 2.516
H 4.160 1.496 1.647
H 5.102 1.716 0.162
H 5.796 2.170 1.723
H 5.760 -1.129 -2.281
H 7.529 -1.088 -2.308
H 6.580 0.363 -2.776
H 7.710 1.143 0.602
H 7.218 2.003 -0.889
H 8.512 0.796 -0.939
C -0.311 -6.879 1.153
C -0.804 -5.697 1.700
C -0.964 -4.574 0.902
C -0.646 -4.563 -0.468
C -0.138 -5.762 -0.979
C 0.020 -6.900 -0.193
Si -0.796 -2.862 -1.401
C -1.788 -3.359 -3.004
C -2.855 -2.527 -3.385
C -3.564 -2.709 -4.564
C -3.232 -3.749 -5.427
C -2.180 -4.586 -5.085
C -1.474 -4.385 -3.902
H -0.183 -7.760 1.771
H -1.069 -5.649 2.753
H -1.359 -3.666 1.352
H 0.161 -5.820 -2.018
H 0.417 -7.808 -0.639
H -2.044 -2.436 -0.642
H -3.142 -1.710 -2.726
H -4.381 -2.035 -4.806
H -3.782 -3.895 -6.351
H -1.898 -5.399 -5.747
H -0.647 -5.051 -3.690
C -5.897 -0.507 7.176
C -4.916 -0.246 6.066
C -4.691 1.038 5.590
C -3.794 1.296 4.555
C -3.633 2.728 4.116
C -3.090 0.237 3.953
Te -1.620 0.616 2.412
N -0.019 1.447 0.628
C 0.269 2.520 -0.052
O 0.416 2.497 -1.309
C 0.483 3.827 0.682
C 0.597 3.891 2.068
C 0.776 5.117 2.695
C 0.845 6.281 1.939
C 0.745 6.215 0.555
C 0.568 4.991 -0.073
C -3.077 1.384 1.078
C -2.971 2.716 0.684
C -3.876 3.273 -0.205
C -4.906 2.491 -0.708
C -5.013 1.166 -0.320
C -4.108 0.582 0.572
C -4.280 -0.864 0.945
C -3.302 -1.069 4.440
C -2.619 -2.302 3.895
C -4.206 -1.283 5.481
H -6.273 0.427 7.598
H -5.443 -1.082 7.987
H -6.759 -1.078 6.820
H -5.224 1.871 6.040
H -3.950 3.407 4.911
H -4.237 2.939 3.229
H -2.603 2.960 3.849
H 0.537 2.978 2.644
H 0.867 5.168 3.773
H 0.986 7.238 2.428
H 0.815 7.122 -0.034
H 0.509 4.898 -1.150
H -2.165 3.324 1.078
H -3.766 4.309 -0.505
H -5.616 2.907 -1.413
H -5.807 0.547 -0.725
H -5.047 -1.328 0.323
H -4.577 -0.966 1.991
H -3.354 -1.423 0.801
H -1.933 -2.092 3.083
H -3.363 -3.009 3.513
H -2.060 -2.814 4.684
H -4.357 -2.301 5.835